Record 1
# C2H2N4O

An isolated molecule of C2H2N4O (the ωB97M-V functional and the def2-TZVPD basis, the OMol25 dataset).

Computed properties:
energy relative to the best compared isomer or geometry (same formula, charge and spin) = 0.4138 eV
gap between HOMO and LUMO = 9.349 eV
E_HOMO = -0.3707 Ha
multiplicity = 1
total charge = 0
total energy = -10111.8912 eV

```
9
Properties=species:S:1:pos:R:3:forces:R:3:mulliken_charge:R:1
C 1.190 0.057 -0.054 1.0 1.0 -0.1 0.508
C -0.911 1.099 0.081 0.2 -1.2 -2.1 0.014
H -1.520 1.957 0.138 -0.5 1.1 0.3 0.405
H 0.660 -2.135 0.186 0.6 2.9 -0.4 0.310
N 0.355 1.216 -0.085 0.0 -0.4 1.1 -0.343
N -1.689 -0.111 -0.142 2.8 1.4 1.2 -0.272
N -0.925 -1.097 -0.097 -0.6 -2.1 -0.3 -0.270
N 0.439 -1.081 0.061 -2.2 -2.6 0.2 0.183
O 2.401 0.097 -0.087 -1.2 -0.2 0.0 -0.535
```
Forces are in eV/Å.

=====

Record 2
# C24H51Br2N4O8V

A structure of composition C24H51Br2N4O8V (the ωB97M-V functional and the def2-TZVPD basis, the OMol25 dataset).

Computed properties:
energy relative to the best compared isomer or geometry (same formula, charge and spin) = 0.0000 eV
gap between HOMO and LUMO (alpha / beta) = 6.201 / 6.538 eV
E_HOMO (alpha / beta) = -0.3982 / -0.3982 Ha
multiplicity = 2
total charge = +1
total energy = -213821.6214 eV

```
90
Properties=species:S:1:pos:R:3:forces:R:3:mulliken_charge:R:1
O 3.779 1.505 -2.117 -1.1 0.6 0.9 -0.462
V 3.123 2.145 -0.847 1.8 -0.3 0.8 0.891
C -0.578 -1.385 -3.219 -0.2 0.2 1.2 -0.897
C -1.642 -0.772 -4.106 0.3 -0.9 -0.8 -0.973
N -1.484 0.718 -4.365 0.2 -0.7 0.0 0.244
C -0.105 0.924 -4.952 -0.7 0.8 0.5 -0.960
C -2.543 1.076 -5.378 0.6 1.5 -0.4 -0.301
C -2.757 2.584 -5.577 -0.5 -0.4 0.6 -1.276
C -1.509 1.516 -3.095 0.2 0.8 0.4 -0.993
C -2.723 1.465 -2.209 -1.3 -2.0 0.1 -0.044
O -2.934 0.115 -1.787 0.7 0.4 0.6 -0.166
C -4.164 -0.061 -1.068 0.3 -0.2 -1.2 -0.579
H -0.516 -2.467 -3.321 -0.2 0.0 -0.3 0.490
H -0.853 -1.210 -2.175 0.0 0.0 0.0 0.314
H 0.435 -0.994 -3.305 -0.1 0.0 -0.4 0.233
H -2.646 -0.983 -3.756 0.1 0.4 0.4 0.431
H -1.629 -1.235 -5.097 0.3 0.2 -0.1 0.673
H 0.069 0.216 -5.754 0.0 0.0 0.0 0.295
H 0.587 0.819 -4.123 0.3 -0.2 -0.3 0.390
H -0.076 1.962 -5.278 0.1 -0.1 -0.3 0.424
H -3.467 0.609 -5.056 0.0 -0.2 -0.1 0.462
H -2.177 0.729 -6.343 -0.2 -0.7 0.2 0.390
H -3.659 2.653 -6.184 0.0 0.2 0.1 0.421
H -1.982 3.143 -6.097 0.3 -0.3 0.0 0.352
H -2.940 3.042 -4.605 -0.2 0.3 -0.3 0.301
H -1.362 2.575 -3.321 0.1 -0.1 -0.4 0.530
H -0.615 1.220 -2.553 -0.1 -0.3 0.3 0.138
H -3.678 1.712 -2.693 0.3 0.8 -0.2 0.702
H -2.576 2.085 -1.320 0.1 0.3 -0.2 -0.268
H -4.378 0.777 -0.411 0.0 -0.2 0.2 -0.041
H -4.059 -1.026 -0.581 -0.2 0.1 0.3 0.277
H -4.947 -0.133 -1.832 -0.3 0.1 0.3 0.282
C 6.153 3.830 1.480 -0.1 -0.1 0.6 -1.006
C 5.148 3.434 0.444 0.2 0.8 -1.7 1.191
O 5.477 3.069 -0.702 0.1 -0.8 0.2 -0.679
O 3.891 3.559 0.652 -1.4 -1.1 0.2 -0.676
H 7.064 4.263 1.077 -0.2 -0.1 -0.4 0.321
H 6.460 2.943 2.040 -0.1 -0.1 0.0 0.249
H 5.712 4.523 2.194 -0.1 0.0 0.0 0.299
C 0.006 0.110 0.866 0.4 -0.3 0.9 0.200
C 1.165 0.802 0.239 -0.2 0.7 -0.9 1.405
O 1.731 1.806 0.755 0.2 0.3 0.4 -0.987
O 1.589 0.484 -0.911 0.3 0.5 -0.8 -0.477
H 0.124 0.239 1.943 -0.3 0.0 -0.1 0.011
H 0.012 -0.963 0.681 0.1 0.1 -0.1 -0.178
H -0.959 0.513 0.561 0.1 0.2 -0.2 -0.162
C -0.299 -2.637 3.423 0.9 -0.9 0.7 -0.051
O 0.299 -2.582 2.366 -0.3 0.2 -0.7 -0.493
N -0.336 -3.736 4.209 0.1 0.4 0.9 0.261
C -0.949 -3.649 5.513 -1.9 -0.6 0.7 -1.104
C 0.213 -5.030 3.835 0.6 0.9 -1.2 -0.938
H -0.776 -1.771 3.904 -0.2 0.1 -0.1 0.280
H -0.935 -2.688 6.027 0.4 0.2 -0.5 0.336
H -0.631 -4.390 6.247 0.8 0.0 -0.4 0.394
H -2.017 -3.914 5.433 0.0 0.2 -0.1 0.396
H 0.322 -4.985 2.748 -0.4 -0.5 0.0 0.258
H 1.250 -5.167 4.150 -0.2 0.0 0.6 0.265
H -0.444 -5.818 4.185 0.0 -0.1 -0.1 0.422
C 3.034 -3.937 0.605 -0.6 -0.4 0.6 0.430
O 3.980 -4.347 1.233 0.6 -0.2 -0.1 -0.622
N 3.047 -3.211 -0.520 0.2 1.0 -1.5 0.203
C 1.863 -2.571 -1.031 -1.2 0.0 0.2 -0.493
C 4.210 -2.981 -1.358 0.2 -0.5 -0.1 -0.934
H 2.003 -4.161 0.917 -0.2 0.2 0.2 0.157
H 2.012 -1.522 -1.293 0.4 -0.3 0.1 -0.132
H 1.070 -2.572 -0.277 0.2 -0.1 0.1 0.007
H 1.408 -3.043 -1.910 0.4 -0.4 -0.1 0.385
H 4.039 -3.413 -2.350 -0.1 -0.1 0.1 0.336
H 4.378 -1.918 -1.540 0.1 0.1 0.4 0.224
H 5.079 -3.484 -0.942 0.0 0.3 0.2 0.347
C -3.220 1.700 2.531 0.6 -0.4 -0.6 -0.861
C -2.746 2.991 1.840 0.6 -0.9 0.4 -0.106
C -3.883 3.917 1.459 -0.3 -0.1 -0.2 -0.452
C -4.760 3.375 0.417 0.0 0.0 -0.2 0.317
N -5.494 3.008 -0.386 0.2 -0.1 -0.1 -0.501
H -3.929 1.123 1.932 -0.3 0.3 0.0 0.246
H -3.623 1.868 3.527 -0.1 0.1 0.0 0.423
H -2.383 1.001 2.618 0.1 0.2 0.3 0.032
H -2.114 2.763 0.975 -0.4 -0.2 -0.3 -0.075
H -2.002 3.457 2.489 -0.4 0.5 0.2 0.486
H -3.498 4.859 1.067 -0.2 0.2 0.4 0.325
H -4.580 4.047 2.292 0.4 0.5 0.2 0.339
Br 2.184 1.973 4.863 0.1 -0.6 -0.5 -0.144
C 2.500 0.209 4.054 0.1 -0.8 0.1 -0.009
C 2.671 -0.823 5.152 0.2 0.6 0.5 -0.619
Br 3.098 -2.536 4.344 -0.1 0.1 0.2 -0.160
H 3.401 0.161 3.445 0.0 0.7 0.0 0.387
H 1.676 -0.090 3.408 -0.2 0.4 0.1 -0.226
H 1.810 -0.867 5.817 -0.2 -0.4 -0.3 0.410
H 3.506 -0.542 5.791 0.1 -0.2 -0.1 0.465
```
Forces are in eV/Å.

=====

Record 3
# C33H72N2O7

A cluster of 9 separate species, C33H72N2O7 in total (the ωB97M-V functional and the def2-TZVPD basis, the OMol25 dataset).

Computed properties:
energy relative to the best compared isomer or geometry (same formula, charge and spin) = 0.0000 eV
gap between HOMO and LUMO = 8.485 eV
E_HOMO = -0.3022 Ha
multiplicity = 1
total charge = 0
total energy = -52700.0251 eV

```
114
Properties=species:S:1:pos:R:3:forces:R:3:mulliken_charge:R:1
C -5.667 1.263 -4.118 0.3 0.1 0.2 -1.407
C -4.800 1.380 -2.860 -1.0 0.5 0.2 -0.005
N -5.191 0.453 -1.819 -0.5 -0.7 -0.1 0.410
C -6.532 0.707 -1.281 0.0 1.0 0.8 -0.759
C -7.401 -0.537 -1.211 -0.1 0.2 -0.1 -1.237
C -4.213 0.293 -0.764 0.9 0.5 -0.6 -0.876
C -2.931 -0.453 -1.164 -1.0 -0.9 0.0 -0.767
H -5.582 0.260 -4.538 0.0 0.0 -0.1 0.332
H -5.321 1.999 -4.848 0.0 -0.1 -0.1 0.416
H -6.719 1.463 -3.927 0.0 0.0 0.1 0.381
H -3.773 1.215 -3.148 0.4 -0.1 0.1 -0.156
H -4.896 2.409 -2.451 0.3 0.0 -0.3 0.273
H -6.463 1.192 -0.282 0.2 -0.5 -0.1 0.406
H -7.046 1.529 -1.796 0.2 -0.4 -0.6 0.495
H -7.094 -1.193 -0.397 0.1 -0.2 -0.1 0.284
H -8.452 -0.292 -1.036 0.1 0.1 0.0 0.394
H -7.317 -1.046 -2.170 -0.1 -0.2 0.1 0.294
H -4.664 -0.282 0.038 -0.1 0.2 0.2 0.468
H -3.878 1.293 -0.414 -0.3 -0.2 0.4 0.297
H -2.357 -0.576 -0.243 0.5 0.2 -0.3 0.247
H -2.383 -0.029 -2.001 0.3 0.4 0.3 0.123
H -3.210 -1.465 -1.484 0.0 0.1 0.0 0.354
C 0.785 0.587 -3.773 0.2 -0.9 1.0 -0.386
C 1.207 1.676 -4.744 0.5 -0.2 0.1 -1.166
N 0.158 2.501 -5.293 0.5 0.8 0.3 0.093
C -0.296 3.439 -4.252 -0.6 -1.2 -0.2 0.331
C -1.318 4.436 -4.728 0.0 0.6 0.1 -1.683
C -0.849 1.678 -5.892 -0.7 -0.8 -0.4 0.068
C -1.483 2.274 -7.140 0.4 0.2 -0.1 -1.554
H 1.588 -0.156 -3.673 0.0 0.2 -0.1 0.407
H -0.072 -0.009 -4.087 0.0 0.1 -0.2 0.299
H 0.588 0.899 -2.742 -0.1 0.4 -0.2 0.034
H 1.908 2.345 -4.247 0.2 0.0 0.0 0.251
H 1.755 1.189 -5.554 -0.1 0.1 -0.2 0.429
H -0.754 2.835 -3.443 0.2 0.4 0.2 0.148
H 0.581 3.954 -3.869 0.1 0.0 0.1 0.188
H -1.402 5.245 -3.996 0.0 0.0 -0.1 0.466
H -0.991 4.865 -5.676 -0.2 0.1 0.0 0.382
H -2.318 4.021 -4.815 0.0 -0.2 -0.2 0.237
H -1.609 1.335 -5.173 -0.3 0.4 0.1 -0.171
H -0.397 0.715 -6.157 0.2 0.2 -0.2 0.473
H -0.699 2.460 -7.879 0.0 0.0 0.0 0.331
H -1.940 3.236 -6.930 -0.2 -0.1 -0.1 0.305
H -2.205 1.599 -7.598 -0.1 0.0 0.1 0.430
C -2.230 -2.593 4.382 -0.1 -0.2 -0.4 -0.832
C -2.173 -2.474 5.879 0.2 0.8 -0.2 0.602
O -3.154 -2.623 6.555 -0.5 -0.3 0.4 -0.575
C -0.859 -2.076 6.509 0.2 -0.2 -0.3 -0.316
H -2.175 -1.593 3.943 0.0 0.0 0.1 0.175
H -3.161 -3.055 4.062 -0.1 0.0 0.1 0.394
H -1.404 -3.176 3.976 0.1 0.1 0.1 0.140
H -1.020 -1.484 7.404 -0.1 -0.3 0.2 0.446
H -0.202 -1.502 5.852 -0.1 -0.2 -0.2 -0.360
H -0.350 -3.021 6.730 0.2 0.2 0.2 0.248
C 6.445 -0.966 2.960 0.9 -0.6 -0.3 -1.405
C 5.403 -0.012 2.518 -1.7 0.0 0.3 0.849
O 4.231 -0.348 2.339 1.4 0.4 0.0 -0.389
C 5.821 1.421 2.382 -0.7 0.7 -1.3 -1.085
H 6.080 -1.978 3.105 -0.3 0.1 0.2 0.234
H 6.944 -0.571 3.846 -0.1 -0.1 0.1 0.408
H 7.236 -1.055 2.202 -0.1 0.3 0.0 0.370
H 6.780 1.703 2.799 0.0 -0.1 0.2 0.437
H 5.000 2.086 2.661 0.2 -0.2 0.7 0.320
H 5.837 1.669 1.307 0.4 -0.4 0.1 0.259
C 1.942 -1.065 -0.062 0.1 0.5 0.2 0.749
C 0.906 -1.526 0.921 1.0 0.5 0.6 0.943
O 0.787 -2.708 1.122 -0.6 -0.8 -0.1 -0.628
C 0.248 -0.525 1.846 -0.5 -0.7 -0.2 -0.436
H 1.742 -0.107 -0.542 -0.3 -0.1 -0.1 -0.174
H 2.150 -1.865 -0.765 0.0 0.1 -0.2 -0.070
H 2.831 -0.895 0.562 0.0 -0.1 -0.1 -0.477
H -0.358 -1.105 2.544 -0.1 0.1 -0.1 -0.371
H -0.402 0.123 1.256 0.2 0.4 0.2 0.482
H 0.998 -0.001 2.437 0.1 0.4 -0.4 -0.007
C 2.238 0.330 5.565 0.6 0.5 0.1 -0.378
C 1.495 1.645 5.567 0.5 1.0 -1.1 0.612
O 2.055 2.705 5.303 -0.5 -1.2 0.5 -0.601
C -0.002 1.572 5.718 0.0 0.2 -0.5 -0.873
H 1.972 -0.219 6.469 0.1 -0.3 -0.2 0.486
H 3.310 0.530 5.517 0.0 0.1 0.3 0.340
H 2.060 -0.247 4.655 -0.5 -0.1 0.2 -0.269
H -0.426 2.570 5.798 0.1 0.0 0.3 0.361
H -0.325 0.908 6.513 0.0 0.0 0.1 0.314
H -0.381 1.185 4.761 0.0 -0.2 0.2 0.079
C 1.139 -4.146 4.106 0.1 -0.6 -0.3 -0.484
C 2.236 -3.635 4.987 -0.7 0.7 -0.1 0.650
O 2.183 -3.714 6.185 0.1 -0.3 1.0 -0.592
C 3.311 -2.850 4.313 0.6 -0.2 -0.4 -0.706
H 0.755 -3.318 3.513 0.0 -0.1 -0.2 -0.382
H 0.336 -4.626 4.658 0.1 0.1 0.3 0.360
H 1.556 -4.897 3.427 -0.1 0.2 -0.2 0.462
H 2.917 -2.289 3.467 0.1 0.1 0.0 -0.015
H 4.064 -3.545 3.923 -0.1 0.0 -0.1 0.506
H 3.821 -2.205 5.021 -0.1 0.1 0.1 0.254
C 3.301 2.540 0.357 0.7 -0.3 -0.4 -0.834
C 2.289 2.966 -0.671 -0.2 0.1 0.0 0.654
O 1.156 2.537 -0.659 0.2 0.0 0.0 -0.569
C 2.733 3.977 -1.715 -0.9 0.0 0.5 -0.972
H 3.787 1.614 0.017 -0.3 -0.1 0.0 0.210
H 2.857 2.329 1.325 -0.1 0.1 0.0 0.256
H 4.139 3.237 0.404 -0.2 0.2 0.3 0.487
H 1.970 4.763 -1.702 0.2 0.1 0.1 0.262
H 2.645 3.548 -2.709 0.4 -0.1 -0.1 0.134
H 3.705 4.386 -1.473 0.2 0.1 -0.4 0.439
C 1.804 -4.092 -3.430 -0.3 -0.2 -0.6 -1.273
C 0.499 -3.316 -3.501 1.1 -0.2 0.6 0.921
O 0.219 -2.730 -4.510 -0.7 0.4 -0.2 -0.551
C -0.324 -3.429 -2.244 -0.9 -0.3 -0.4 -0.554
H 1.568 -5.159 -3.369 0.1 0.0 0.3 0.382
H 2.404 -3.801 -2.572 0.1 0.0 0.1 0.299
H 2.328 -3.951 -4.374 0.2 0.2 0.2 0.333
H -0.449 -4.511 -2.118 0.0 0.1 0.3 0.429
H -1.324 -3.008 -2.339 0.1 0.2 -0.2 0.100
H 0.136 -3.038 -1.340 0.3 0.0 -0.1 -0.087
```
Forces are in eV/Å.